[1]
{"formula": "C13H33CrN4O7", "method": "wB97M-V/def2-TZVPD", "symbols": ["Cr", "O", "H", "O", "H", "C", "O", "H", "H", "H", "C", "O", "N", "C", "C", "H", "H", "H", "H", "H", "H", "H", "C", "O", "N", "C", "C", "H", "H", "H", "H", "H", "H", "H", "C", "O", "N", "C", "C", "H", "H", "H", "H", "H", "H", "H", "C", "O", "N", "C", "C", "H", "H", "H", "H", "H", "H", "H"], "xyz": [[0.54622, -3.03309, -0.86766], [-0.10333, -2.47570, -2.59608], [-0.04245, -1.54146, -2.35501], [2.16538, -3.83438, -1.37168], [2.90737, -3.25606, -1.16900], [0.73790, 0.04077, -0.28173], [1.14271, -1.25050, -0.43935], [0.76292, 0.41470, 0.76072], [1.27824, 0.77314, -0.89572], [-0.34065, 0.15189, -0.52061], [-2.21345, -2.76921, 0.76700], [-1.30632, -2.56361, -0.02740], [-2.11208, -2.65772, 2.08214], [-0.92788, -2.14566, 2.73407], [-3.12807, -3.29938, 2.89808], [-3.19173, -3.13678, 0.43480], [-0.35396, -1.46789, 2.10696], [-0.28286, -2.90606, 3.18157], [-1.26234, -1.54726, 3.58809], [-3.06419, -2.97626, 3.93469], [-4.11826, -3.04194, 2.51944], [-3.09453, -4.39207, 2.93825], [-3.70477, 3.43142, 1.75007], [-3.89329, 3.79171, 2.88616], [-2.56157, 2.90275, 1.25949], [-2.42307, 2.52715, -0.12293], [-1.37328, 2.81439, 2.08011], [-4.47104, 3.49947, 0.95526], [-1.70661, 3.19552, -0.63450], [-3.28520, 2.77937, -0.74075], [-2.02164, 1.52322, -0.23319], [-1.68447, 2.82950, 3.12557], [-0.78159, 1.92371, 1.89139], [-0.79057, 3.73516, 1.97447], [-1.59050, -0.41393, -5.57894], [-1.09582, -1.47128, -5.25697], [-1.17359, 0.80683, -5.11611], [0.10505, 0.88517, -4.42707], [-1.60551, 1.99082, -5.80503], [-2.46303, -0.31326, -6.24828], [0.91479, 0.64813, -5.12206], [0.13569, 0.04711, -3.73156], [0.15809, 1.83183, -3.90170], [-2.51373, 1.86630, -6.39095], [-1.83456, 2.73789, -5.03317], [-0.87630, 2.49676, -6.44876], [5.30618, 1.01699, 3.68576], [4.68628, 1.94848, 4.14273], [4.78295, 0.15825, 2.77556], [5.56186, -0.91192, 2.20821], [3.44253, 0.27419, 2.26906], [6.34811, 0.77650, 3.93775], [5.00182, -1.85064, 2.16957], [6.46688, -1.09786, 2.78315], [5.81689, -0.73599, 1.15672], [2.81828, 0.94848, 2.86437], [3.47740, 0.92322, 1.37710], [2.82868, -0.60088, 2.07785]], "spin_multiplicity": 4, "relative_energy_ev": 0.621, "orbital_gap_ev": [8.50, 8.80], "s_squared": 3.807}

[2]
{"formula": "C13H33HfN2O11", "method": "wB97M-V/def2-TZVPD", "symbols": ["Hf", "N", "O", "O", "O", "C", "N", "O", "O", "H", "H", "H", "C", "O", "C", "C", "O", "C", "H", "H", "H", "H", "H", "H", "H", "H", "H", "H", "C", "O", "C", "C", "O", "C", "H", "H", "H", "H", "H", "H", "H", "H", "H", "H", "C", "O", "C", "C", "O", "C", "H", "H", "H", "H", "H", "H", "H", "H", "H", "H"], "xyz": [[8.61553, 4.27828, 13.60555], [8.16972, 6.23658, 15.81075], [8.37844, 4.97484, 15.97223], [8.07915, 7.02250, 16.69803], [8.03423, 6.46895, 14.55924], [5.83595, 9.44710, 14.11144], [6.00684, 10.74516, 13.42004], [5.69875, 11.74210, 14.00488], [6.43890, 10.67143, 12.29244], [5.34102, 8.66446, 13.53772], [5.31775, 9.62762, 15.04851], [6.82944, 9.01639, 14.24227], [11.84178, 10.53485, 19.97956], [10.55474, 10.16827, 19.60428], [10.35784, 8.84727, 19.19730], [10.81081, 8.64570, 17.74751], [12.16984, 8.91233, 17.56210], [12.63662, 8.68077, 16.26081], [11.79055, 11.52605, 20.42117], [12.55096, 10.50385, 19.13421], [12.29188, 9.86983, 20.73408], [9.27759, 8.69476, 19.15460], [10.77041, 8.16743, 19.94644], [10.23847, 9.32700, 17.10661], [10.62940, 7.58858, 17.49443], [13.72455, 8.61862, 16.21958], [12.41956, 9.53120, 15.60039], [12.25246, 7.75760, 15.81479], [11.57826, 2.02958, 23.44674], [11.08705, 3.03231, 22.60477], [12.00613, 3.94690, 22.11567], [11.34621, 4.79938, 21.06023], [10.90450, 4.01662, 19.98279], [10.37784, 4.67091, 18.88153], [12.55462, 1.64058, 23.13746], [10.89153, 1.18628, 23.48849], [11.70644, 2.39634, 24.47721], [12.92075, 3.45837, 21.74708], [12.36162, 4.56514, 22.96156], [11.97304, 5.64233, 20.73933], [10.42290, 5.23876, 21.47519], [9.54034, 4.21093, 18.34512], [11.15184, 4.76560, 18.10732], [9.90988, 5.62893, 19.13510], [4.76794, 6.32831, 16.89246], [3.38747, 6.11504, 16.91796], [2.75965, 5.66829, 15.74507], [2.61142, 6.74222, 14.67721], [1.77951, 7.76625, 15.15328], [1.53242, 8.81052, 14.26866], [5.30326, 5.40961, 16.59376], [5.09177, 6.47598, 17.92062], [5.08721, 7.16182, 16.25560], [1.77514, 5.33572, 16.07364], [3.29460, 4.80038, 15.33719], [2.10430, 6.31388, 13.80127], [3.58424, 7.10927, 14.32561], [0.86406, 8.50254, 13.44562], [2.42128, 9.25406, 13.80639], [0.97646, 9.59663, 14.77799]], "spin_multiplicity": 1, "total_charge": 3, "relative_energy_ev": 6.035, "orbital_gap_ev": 1.34}

[3]
{"formula": "C13H34BF4GeIrN2O2Si3", "method": "wB97M-V/def2-TZVPD", "symbols": ["Ir", "C", "C", "N", "O", "C", "C", "N", "O", "H", "H", "H", "H", "H", "H", "H", "C", "Si", "C", "C", "Ge", "Si", "C", "C", "C", "Si", "C", "C", "C", "H", "H", "H", "H", "H", "H", "H", "H", "H", "H", "H", "H", "H", "H", "H", "H", "H", "H", "H", "H", "H", "H", "H", "H", "H", "H", "H", "F", "B", "F", "F", "F"], "xyz": [[-0.43369, 0.35161, -0.18328], [-0.48024, -2.79569, -3.20583], [-0.29996, -1.98031, -1.97039], [-0.67210, -0.65632, -1.96056], [-1.16107, -0.22829, -3.13584], [0.26029, -2.39986, -0.80571], [0.77350, -3.76718, -0.52555], [0.38493, -1.38219, 0.20649], [0.78817, -1.74031, 1.37105], [-1.51514, -2.75899, -3.54454], [-0.20266, -3.83013, -3.02536], [0.13823, -2.40265, -4.01382], [-1.15834, 0.75753, -3.11978], [1.68774, -3.95640, -1.09300], [0.04195, -4.52121, -0.81417], [0.99677, -3.87421, 0.53127], [-0.99577, -2.11049, 3.88059], [-1.02437, -0.27271, 4.11580], [-2.72135, 0.45784, 3.83232], [-0.27447, 0.29025, 5.72065], [0.09763, 0.77261, 2.14042], [2.46755, 0.27363, 2.95557], [3.27274, 0.41786, 1.28312], [2.91711, 1.67554, 4.09358], [2.68131, -1.37708, 3.76797], [-0.34744, 3.32486, 2.18811], [-2.05128, 3.69594, 1.54788], [1.11267, 4.01496, 1.27381], [-0.23893, 3.70112, 4.01611], [-1.59902, -2.56249, 4.67454], [0.01002, -2.52122, 3.93494], [-1.42593, -2.39479, 2.92042], [-3.39352, 0.05424, 4.59706], [-3.12507, 0.18330, 2.85666], [-2.73285, 1.54456, 3.92156], [-0.91589, -0.07339, 6.52976], [-0.22583, 1.37568, 5.80257], [0.72105, -0.12044, 5.88776], [3.06043, 1.37219, 0.79889], [2.95949, -0.39133, 0.62476], [4.35641, 0.34753, 1.42891], [2.80424, 2.65068, 3.62093], [3.97416, 1.55587, 4.35433], [2.34845, 1.66211, 5.02387], [2.37040, -2.18231, 3.10601], [2.15617, -1.46620, 4.71839], [3.74958, -1.49558, 3.97788], [-2.60563, 2.80571, 1.25580], [-1.98453, 4.33645, 0.66718], [-2.61533, 4.21750, 2.32399], [1.26611, 3.56559, 0.29584], [2.02138, 3.89895, 1.86731], [0.94774, 5.08504, 1.11452], [-1.07070, 3.27773, 4.57927], [-0.30996, 4.79165, 4.10638], [0.70037, 3.39354, 4.47239], [-0.36620, 4.13734, -1.60087], [-0.40641, 2.80516, -1.81304], [0.80499, 2.13893, -1.52456], [-0.88691, 2.41859, -3.05585], [-1.34612, 2.18938, -0.81822]], "spin_multiplicity": 6, "total_charge": 1, "relative_energy_ev": 0.000, "orbital_gap_ev": [7.78, 6.04], "s_squared": 8.777}

[4]
{"formula": "C13H34Cl10O4", "method": "wB97M-V/def2-TZVPD", "symbols": ["Cl", "C", "Cl", "H", "H", "Cl", "C", "Cl", "H", "H", "Cl", "C", "Cl", "H", "H", "Cl", "C", "Cl", "H", "H", "Cl", "C", "Cl", "H", "H", "C", "C", "O", "H", "H", "H", "H", "H", "H", "C", "C", "O", "H", "H", "H", "H", "H", "H", "C", "C", "O", "H", "H", "H", "H", "H", "H", "C", "C", "O", "H", "H", "H", "H", "H", "H"], "xyz": [[3.65727, -17.37231, -5.63930], [4.93011, -17.35265, -6.86834], [4.26107, -16.74942, -8.45960], [5.69979, -16.64319, -6.56442], [5.36959, -18.34091, -7.00362], [4.96508, -13.93239, -6.13387], [4.31060, -13.20868, -7.65437], [2.79728, -12.23511, -7.38389], [5.08107, -12.53094, -8.02198], [4.11719, -14.02626, -8.34884], [4.01628, -20.09824, -11.35966], [2.59476, -19.17042, -10.85490], [1.95325, -18.40633, -12.35608], [1.84365, -19.85887, -10.46763], [2.89060, -18.42452, -10.11719], [7.28888, -15.07924, -8.42463], [7.94163, -15.02358, -10.02725], [8.56341, -13.39704, -10.33960], [8.77077, -15.72610, -10.11145], [7.18908, -15.21951, -10.79104], [3.70140, -23.22419, -9.12689], [5.22533, -22.50066, -8.46392], [4.84519, -21.14955, -7.44248], [5.76852, -23.26642, -7.91016], [5.88222, -22.12931, -9.25048], [7.41916, -19.18418, -9.84075], [7.96931, -18.91883, -8.49184], [9.32512, -19.27194, -8.42248], [7.56061, -20.20153, -10.20557], [7.83677, -18.56993, -10.63847], [6.33826, -19.04680, -9.87079], [7.37706, -19.56311, -7.84206], [7.76776, -17.94621, -8.04294], [9.31287, -20.23170, -8.40484], [1.18338, -15.60098, -10.17963], [0.23072, -14.94920, -9.15326], [-0.00469, -15.94168, -8.18642], [2.05698, -16.04814, -9.70533], [1.53493, -14.79928, -10.82908], [0.59391, -16.35182, -10.70581], [-0.68941, -14.52900, -9.55932], [0.69950, -14.10235, -8.65209], [-0.48883, -15.52684, -7.46869], [7.30151, -19.68177, -3.31831], [6.73404, -18.90509, -4.51901], [6.83786, -17.47055, -4.27635], [7.22584, -20.74046, -3.56645], [6.70006, -19.42549, -2.44615], [8.32627, -19.41363, -3.06128], [5.67869, -19.09365, -4.71589], [7.39778, -19.05930, -5.36976], [6.21940, -17.24063, -3.57904], [0.59222, -13.49592, -2.79003], [1.55564, -13.69576, -3.92072], [1.25590, -14.96886, -4.40840], [0.54745, -14.35472, -2.12028], [-0.39737, -13.34515, -3.22139], [0.88181, -12.55626, -2.31964], [2.57052, -13.68679, -3.52315], [1.47623, -12.95465, -4.71605], [1.99193, -15.39745, -4.85131]], "spin_multiplicity": 1, "relative_energy_ev": 0.221, "orbital_gap_ev": 10.21, "smiles": "ClCCl.ClCCl.ClCCl.ClCCl.ClCCl.CCO.CCO.CCO.CCO"}